1.
A molecular structure, C24H20ClCoNPS. Source: OMol25; level of theory: ωB97M-V/def2-TZVPD.

Element x y z (Å)
C -0.959 -1.410 0.477
C -1.041 -1.623 -0.907
C 0.301 -1.952 -1.384
H -1.969 -1.666 -1.460
C 1.189 -1.896 -0.248
C 0.400 -1.572 0.887
H 0.760 -1.466 1.905
H -1.840 -1.186 1.071
H 0.561 -2.304 -2.376
H 2.241 -2.156 -0.266
Co 0.335 -0.059 -0.922
Cl 2.214 1.265 -1.320
P 0.022 0.317 -3.047
C 1.180 -0.749 -4.046
C 0.716 -1.409 -5.194
H -0.347 -1.410 -5.440
C 1.612 -2.022 -6.075
H 1.229 -2.418 -7.012
C 2.969 -2.066 -5.776
H 3.667 -2.508 -6.474
C 3.431 -1.513 -4.580
H 4.490 -1.520 -4.332
C 2.539 -0.888 -3.706
H 2.896 -0.451 -2.767
C -1.581 -0.160 -3.895
C -2.163 -1.442 -3.755
H -1.614 -2.225 -3.216
C -3.406 -1.746 -4.307
H -3.880 -2.686 -4.025
C -3.971 -0.890 -5.249
H -4.871 -1.187 -5.765
C -3.335 0.315 -5.541
H -3.704 0.951 -6.342
C -2.192 0.699 -4.825
H -1.754 1.676 -5.035
C 0.342 1.876 -3.951
C 1.084 1.926 -5.135
H 1.573 1.027 -5.514
C 1.208 3.118 -5.864
H 1.717 3.112 -6.830
C 0.655 4.296 -5.367
H 0.739 5.227 -5.923
C -0.037 4.270 -4.147
H -0.486 5.180 -3.744
C -0.197 3.073 -3.446
H -0.741 3.015 -2.498
S -0.007 1.573 0.686
C 0.008 1.016 2.269
N 0.018 0.652 3.397

Properties
HOMO (spin up / spin down)   -8.00 / -8.44 eV
Kohn-Sham gap (spin up / spin down)   8.27 / 6.39 eV
Spin multiplicity   5
Electronic energy   -3563.7220 a.u.


2.
2 unconnected molecules or ions with the total composition C24H20F2N4O4. Source: OMol25; level of theory: ωB97M-V/def2-TZVPD.

Element x y z (Å)
N 1.255 -1.933 -0.978
C 0.187 -1.707 -0.631
C -1.177 -1.384 -0.213
C -1.829 -2.676 0.370
C -2.829 -2.341 1.382
N -3.629 -2.113 2.169
C -2.395 -3.625 -0.702
C -3.834 -3.344 -1.147
C -4.893 -4.165 -0.378
C -6.232 -3.415 -0.185
N -6.702 -3.317 1.196
N -1.966 -0.790 -1.330
C -1.333 -0.796 -2.616
O -0.565 -0.015 -3.049
F -1.740 -1.862 -3.314
C -2.570 0.441 -0.963
O -3.442 0.505 -0.173
F -2.060 1.514 -1.548
H -1.113 -0.665 0.603
H -1.034 -3.208 0.896
H -1.704 -3.595 -1.544
H -2.352 -4.650 -0.335
H -4.075 -2.286 -1.069
H -3.897 -3.578 -2.210
H -5.080 -5.077 -0.940
H -4.486 -4.409 0.602
H -6.170 -2.417 -0.611
H -7.001 -3.941 -0.755
H -6.298 -2.512 1.653
H -6.426 -4.137 1.718
O 1.571 2.852 1.764
C 2.660 2.909 1.231
C 2.826 2.590 -0.214
C 1.707 2.253 -0.962
C 1.831 1.971 -2.311
C 3.080 2.030 -2.921
C 4.202 2.360 -2.180
C 4.081 2.636 -0.824
C 5.302 2.970 -0.038
O 6.400 2.963 -0.554
C 5.133 3.315 1.403
C 6.252 3.662 2.149
C 6.113 4.008 3.482
C 4.855 4.009 4.076
C 3.738 3.653 3.340
C 3.872 3.302 2.003
H 0.739 2.214 -0.480
H 0.959 1.710 -2.885
H 3.176 1.814 -3.977
H 5.177 2.403 -2.645
H 7.225 3.662 1.678
H 6.985 4.281 4.061
H 4.748 4.286 5.117
H 2.758 3.647 3.795

Properties
HOMO   -9.06 eV
Kohn-Sham gap   8.09 eV
Electronic energy   -1646.2689 a.u.
SMILES string   N#C[C@H]([C@@H](C#N)CCCCN)N(C(=O)F)C(=O)F.O=C1c2ccccc2C(=O)c2ccccc21


3.
4 unconnected molecules or ions with the total composition C24H20F4. Source: OMol25; level of theory: ωB97M-V/def2-TZVPD.

Element x y z (Å)
F 31.956 -3.285 -32.755
C 31.189 -4.343 -32.966
C 31.458 -5.189 -34.039
C 30.604 -6.209 -34.342
C 29.464 -6.525 -33.567
C 29.221 -5.734 -32.437
C 30.004 -4.594 -32.236
H 32.280 -4.955 -34.699
H 30.790 -6.704 -35.283
H 28.765 -7.296 -33.855
H 28.450 -5.919 -31.704
H 29.681 -4.036 -31.370
F 27.310 0.619 -30.819
C 28.410 1.245 -30.320
C 29.674 0.857 -30.778
C 30.798 1.496 -30.262
C 30.668 2.413 -29.227
C 29.358 2.829 -28.905
C 28.254 2.174 -29.391
H 29.685 0.124 -31.571
H 31.769 1.371 -30.718
H 31.376 3.044 -28.710
H 29.223 3.584 -28.145
H 27.244 2.447 -29.125
F 33.143 -7.868 -28.711
C 33.520 -8.001 -29.971
C 33.036 -7.032 -30.859
C 33.346 -7.334 -32.191
C 34.089 -8.403 -32.611
C 34.601 -9.319 -31.659
C 34.347 -9.151 -30.271
H 32.418 -6.191 -30.582
H 33.045 -6.576 -32.899
H 34.371 -8.589 -33.636
H 35.267 -10.083 -32.031
H 34.524 -9.894 -29.507
F 30.937 -5.066 -28.986
C 30.426 -3.974 -28.299
C 30.765 -2.726 -28.754
C 30.213 -1.657 -27.998
C 29.520 -1.826 -26.860
C 29.182 -3.096 -26.427
C 29.612 -4.187 -27.217
H 31.354 -2.524 -29.635
H 30.390 -0.629 -28.279
H 29.226 -0.954 -26.295
H 28.548 -3.268 -25.569
H 29.350 -5.214 -27.009

Properties
HOMO (spin up / spin down)   -10.91 / -10.91 eV
Charge   +1
Kohn-Sham gap (spin up / spin down)   6.85 / 2.52 eV
Spin multiplicity   2
Electronic energy   -1325.6292 a.u.


4.
A molecular structure, C24H20FeO6S. Source: OMol25; level of theory: ωB97M-V/def2-TZVPD.

Element x y z (Å)
O 4.537 -2.547 -4.616
C 3.679 -1.842 -4.258
Fe 2.657 -1.027 -3.119
C 3.864 0.126 -2.542
O 4.641 0.774 -1.967
C 2.898 -2.236 -1.780
O 3.353 -3.050 -1.090
C 0.694 -1.480 -3.640
C -0.408 -1.471 -2.603
C -1.230 -0.153 -2.512
C -0.437 0.915 -1.847
C 0.840 1.236 -2.226
C 1.557 0.776 -3.419
C 1.112 -0.280 -4.291
H 0.857 -2.483 -4.084
H -1.098 -2.321 -2.764
H 0.035 -1.707 -1.618
H -1.549 0.119 -3.534
H -2.143 -0.327 -1.920
H -1.000 1.585 -1.175
H 1.374 2.020 -1.662
H 2.207 1.559 -3.858
H 1.191 -0.185 -5.378
C 1.121 3.497 5.448
C 1.103 2.102 5.330
C 0.446 1.503 4.255
C -0.161 2.309 3.284
S -1.146 1.548 1.973
C -0.197 0.784 0.738
C -0.088 -0.664 0.623
O 1.020 -1.228 0.499
C -1.377 -1.455 0.621
C -2.641 -0.857 0.495
C -3.807 -1.616 0.621
C -3.728 -3.004 0.768
C -2.468 -3.621 0.805
C -1.299 -2.855 0.716
O -1.894 0.546 2.704
O -1.858 2.634 1.320
C -0.206 3.698 3.436
C 0.437 4.292 4.522
H 1.662 3.964 6.271
H 1.592 1.472 6.074
H 0.381 0.420 4.170
H 0.690 1.370 0.509
H -2.723 0.211 0.281
H -4.768 -1.098 0.613
H -4.648 -3.589 0.857
H -2.399 -4.704 0.899
H -0.316 -3.337 0.718
H -0.760 4.301 2.720
H 0.397 5.375 4.635

Properties
HOMO (spin up / spin down)   1.58 / -1.32 eV
Charge   -2
Kohn-Sham gap (spin up / spin down)   2.80 / 5.51 eV
Spin multiplicity   5
Electronic energy   -3039.6412 a.u.